Version A
Computed, not measured: one molecule with the formula C2H7NOSi, with the ωB97M-V functional and the def2-TZVPD basis.

Element x y z (Å)
C: -1.22 -0.86 -0.62
N: -0.25 0.49 -0.39
Si: 0.85 0.51 0.96
C: -0.17 1.16 -1.56
O: -0.68 0.98 -2.59
H: -1.10 -1.20 -1.63
H: -0.78 -1.55 -0.03
H: -2.25 -0.64 -0.40
H: 1.82 1.53 1.43
H: 1.50 -0.82 1.22
H: -0.22 0.82 1.94
H: 0.41 2.17 -1.34

For the LUMO energy, the calculation gives 0.76 eV. For the HOMO energy, the calculation gives -10.0 eV. The orbital gap is 10.778 eV. The structure (SMILES) is CN([SiH3])C=O.

***

Version B
Computed, not measured: a 2-piece molecular cluster, C2H7NOSi overall, with the ωB97M-V functional and the def2-TZVPD basis.

Element x y z (Å)
C: -0.23 -2.03 -0.64
C: -1.14 0.42 0.66
N: 0.81 -2.20 -1.21
O: -0.10 0.09 -0.13
Si: 1.39 0.85 -0.28
H: -0.80 1.06 1.34
H: -1.70 -0.56 1.03
H: -1.89 0.85 0.08
H: 1.73 -2.13 -1.60
H: 1.82 0.10 -1.42
H: 1.25 2.30 -0.75
H: 2.09 0.75 0.99

For the LUMO energy, the calculation gives 0.77 eV. For the HOMO energy, the calculation gives -10.0 eV. The orbital gap is 10.743 eV.

***

Version C
Computed, not measured: a 2-piece molecular cluster, C2H7NOSi overall, with the ωB97M-V functional and the def2-TZVPD basis.

Element x y z (Å)
C: -2.19 -0.52 0.26
C: -0.04 0.81 -0.04
N: -3.21 0.05 -0.10
O: 1.00 0.17 0.51
Si: 2.47 -0.22 -0.08
H: -1.92 -1.47 0.70
H: -0.43 1.64 0.53
H: -0.12 0.85 -1.12
H: -4.14 -0.37 -0.02
H: 3.14 -0.55 1.17
H: 3.06 0.93 -0.77
H: 2.38 -1.33 -1.03

For the LUMO energy (alpha / beta), the calculation gives 0.84 / 0.86 eV. For the HOMO energy (alpha / beta), the calculation gives -7.4 / -7.3 eV. The orbital gap (alpha / beta) is 8.220 / 8.195 eV.

***

Preferred: version A; penalty for the next structure: 1.337 eV.

***

Version A
Computed, not measured: C8H11N3 as an isolated structure, with the ωB97M-V functional and the def2-TZVPD basis.

Element x y z (Å)
C: -1.30 -0.18 4.44
C: 0.03 0.16 0.00
C: -0.17 -1.03 -0.61
C: 0.21 -1.50 -1.99
C: 0.98 -0.43 -2.51
C: 1.82 -0.59 -3.88
C: 1.24 0.83 -1.92
C: 0.57 1.22 -0.77
H: -0.28 0.07 4.89
H: -0.92 -1.34 3.74
H: -2.42 -0.24 5.05
H: -1.53 1.78 3.23
H: -1.01 -1.65 -0.27
H: -0.29 -2.50 -2.42
H: 2.02 -1.64 -3.94
H: 2.61 0.30 -3.97
H: 0.97 -0.52 -4.51
H: 2.25 1.36 -2.45
H: 0.63 2.22 -0.60
N: -1.33 0.64 3.27
N: -1.02 0.10 2.04
N: -0.84 0.89 1.06

For the LUMO energy, the calculation gives 0.94 eV. For the HOMO energy, the calculation gives -8.3 eV. The orbital gap is 9.206 eV.

***

Version B
Computed, not measured: one molecule with the formula C8H11N3, with the ωB97M-V functional and the def2-TZVPD basis.

Element x y z (Å)
C: -1.37 1.56 -0.41
C: -0.32 0.78 -0.22
N: 0.94 1.16 -0.59
C: 1.31 1.13 -1.79
C: 0.58 0.32 -2.87
C: -0.46 -0.48 0.59
C: 0.44 -1.56 0.28
C: 0.79 -2.20 1.41
N: 0.39 -1.61 2.61
C: -0.24 -0.51 2.17
N: -0.82 0.33 3.01
H: -2.30 1.52 0.13
H: -1.44 2.55 -0.87
H: 2.41 1.48 -2.04
H: -0.17 -0.23 -2.33
H: 0.26 0.97 -3.76
H: 1.31 -0.36 -3.36
H: -1.42 -0.95 0.49
H: 0.80 -2.02 -0.71
H: 1.09 -3.25 1.50
H: -0.67 0.18 4.02
H: -1.08 1.20 2.73

For the LUMO energy, the calculation gives 0.94 eV. For the HOMO energy, the calculation gives -7.7 eV. The orbital gap is 8.599 eV. The structure (SMILES) is C=C(/N=C\C)[C@H]1C=CN=C1N.

***

Preferred: version B; penalty for the next structure: 4.783 eV.

***

Version A
Computed, not measured: an isolated ion of composition C3H6N3O2 and charge +1, with the ωB97M-V functional and the def2-TZVPD basis.

Element x y z (Å)
N: 3.03 0.07 0.12
C: 1.83 0.34 -0.45
N: 0.72 -0.21 0.08
C: -0.47 0.31 -0.06
C: -1.90 -0.69 0.39
N: -3.11 -0.01 -0.02
O: -3.11 1.14 0.27
O: -3.95 -0.60 -0.65
H: 3.81 0.69 -0.27
H: 3.13 -0.69 0.69
H: 1.64 1.14 -1.14
H: 0.73 -1.11 0.70
H: -0.52 1.38 -0.30
H: -1.81 -1.76 0.65

For the LUMO energy (alpha / beta), the calculation gives -5.57 / -5.67 eV. For the HOMO energy (alpha / beta), the calculation gives -13.8 / -13.0 eV. The orbital gap (alpha / beta) is 8.231 / 7.339 eV. As for the total charge: +1. The structure (SMILES) is N/C=[NH+]/C=C/[N+](=O)[O-].

***

Version B
Computed, not measured: an isolated ion of composition C3H6N3O2 and charge +1, with the ωB97M-V functional and the def2-TZVPD basis.

Element x y z (Å)
C: -2.79 1.13 -0.16
N: -2.16 0.23 0.48
N: -1.67 -0.86 0.16
C: -0.62 -1.46 0.02
N: 0.84 -0.86 -0.12
C: 1.16 0.32 0.15
O: 2.30 0.91 0.14
O: 3.51 0.14 -0.09
H: -3.28 1.86 0.45
H: -2.93 1.24 -1.21
H: -0.53 -2.54 0.08
H: 1.57 -1.58 -0.19
H: 0.24 0.92 0.21
H: 4.37 0.56 0.10

For the LUMO energy, the calculation gives -4.21 eV. For the HOMO energy, the calculation gives -13.8 eV. The orbital gap is 9.621 eV. As for the total charge: +1. The structure (SMILES) is C=N/N=C\[NH+]=C\OO.

***

Version C
Computed, not measured: C3H6N3O2 as an isolated structure, with the ωB97M-V functional and the def2-TZVPD basis.

Element x y z (Å)
C: -0.73 -0.03 0.02
C: 1.42 -0.75 0.18
C: 1.39 0.75 -0.18
N: -0.01 -1.09 0.25
N: -0.04 1.04 -0.22
N: -2.67 0.03 -0.02
O: -3.11 -1.04 0.02
O: -3.01 1.13 -0.08
H: 1.92 -1.36 -0.57
H: 1.89 -0.94 1.15
H: 1.88 1.37 0.58
H: 1.85 0.96 -1.15
H: -0.35 -2.02 0.44
H: -0.43 1.95 -0.42

For the LUMO energy, the calculation gives -4.61 eV. For the HOMO energy, the calculation gives -14.9 eV. The orbital gap is 10.279 eV. As for the total charge: +1.

***

Preferred: version C; penalty for the next structure: 2.428 eV.

***

Version A
Computed, not measured: one molecule with the formula C22H28N2O4, with the ωB97M-V functional and the def2-TZVPD basis.

Element x y z (Å)
C: 2.44 7.49 -0.15
C: 1.03 7.46 0.42
O: 0.89 6.56 1.50
C: 0.82 5.22 1.26
C: 0.75 4.62 0.02
C: 0.66 3.24 -0.10
C: 0.63 2.44 1.04
N: 0.55 1.04 0.99
C: 0.52 0.23 -0.09
O: 0.50 0.59 -1.24
C: 0.51 -1.26 0.27
N: -0.02 -1.97 -0.87
C: -0.67 -3.14 -0.76
O: -0.82 -3.75 0.27
O: -1.10 -3.55 -1.98
C: -1.84 -4.77 -2.01
C: -3.32 -4.52 -1.94
C: -4.10 -4.52 -3.09
C: -5.45 -4.26 -3.02
C: -6.04 -3.98 -1.80
C: -5.27 -3.96 -0.65
C: -3.92 -4.23 -0.72
C: 1.92 -1.80 0.63
C: 2.91 -1.46 -0.48
C: 2.40 -1.29 2.00
C: 3.57 -2.11 2.54
C: 0.70 3.05 2.29
C: 0.79 4.42 2.40
H: 2.50 8.23 -0.94
H: 2.72 6.52 -0.56
H: 3.15 7.74 0.63
H: 0.29 7.24 -0.36
H: 0.79 8.44 0.85
H: 0.77 5.20 -0.89
H: 0.61 2.78 -1.07
H: 0.52 0.60 1.90
H: -0.16 -1.45 1.12
H: 0.01 -1.47 -1.75
H: -1.57 -5.25 -2.96
H: -1.52 -5.40 -1.17
H: -3.64 -4.74 -4.05
H: -6.05 -4.27 -3.92
H: -7.10 -3.77 -1.74
H: -5.73 -3.74 0.31
H: -3.31 -4.23 0.17
H: 1.81 -2.88 0.69
H: 3.08 -0.39 -0.53
H: 3.86 -1.95 -0.30
H: 2.53 -1.80 -1.44
H: 1.57 -1.37 2.72
H: 2.70 -0.24 1.92
H: 3.30 -3.16 2.61
H: 4.44 -2.01 1.90
H: 3.84 -1.76 3.54
H: 0.68 2.44 3.19
H: 0.84 4.89 3.37

For the LUMO energy, the calculation gives 0.70 eV. For the HOMO energy, the calculation gives -8.1 eV. The orbital gap is 8.775 eV. The structure (SMILES) is CCOc1ccc(NC(=O)[C@@H](NC(=O)OCc2ccccc2)[C@@H](C)CC)cc1.

***

Version B
Computed, not measured: one molecule with the formula C22H28N2O4, with the ωB97M-V functional and the def2-TZVPD basis.

Element x y z (Å)
C: 3.37 3.07 0.04
C: 2.21 2.10 0.15
O: 2.72 0.87 0.67
C: 1.89 -0.24 0.55
O: 1.66 -0.47 -0.83
C: 0.80 -1.50 -1.10
C: 0.88 -2.04 -2.49
O: 0.17 -2.94 -2.88
N: 1.82 -1.43 -3.25
C: 2.08 -1.79 -4.60
C: 3.48 -1.74 -5.12
C: 2.48 -0.73 -5.58
C: -0.04 -2.01 -0.20
C: -0.23 -1.44 1.17
C: -1.70 -1.21 1.38
C: -2.51 -1.78 2.33
N: -3.79 -1.31 2.20
C: -3.84 -0.44 1.15
C: -4.91 0.29 0.64
C: -4.67 1.09 -0.45
C: -3.40 1.17 -1.03
C: -2.33 0.46 -0.52
C: -2.54 -0.36 0.59
C: 0.57 -0.14 1.34
C: 0.92 0.17 2.80
C: -0.27 0.47 3.72
C: -1.08 1.69 3.29
O: -2.11 1.99 4.20
H: 3.82 3.22 1.01
H: 3.02 4.03 -0.35
H: 4.13 2.68 -0.63
H: 1.44 2.50 0.82
H: 1.76 1.92 -0.84
H: 2.49 -1.07 0.95
H: 2.37 -0.70 -2.82
H: 1.42 -2.58 -4.92
H: 3.80 -2.51 -5.81
H: 4.26 -1.42 -4.45
H: 2.10 -0.79 -6.59
H: 2.58 0.29 -5.21
H: -0.67 -2.83 -0.50
H: 0.10 -2.18 1.91
H: -2.25 -2.49 3.09
H: -4.56 -1.56 2.80
H: -5.89 0.22 1.09
H: -5.47 1.67 -0.87
H: -3.25 1.80 -1.89
H: -1.36 0.51 -0.99
H: -0.01 0.69 0.92
H: 1.46 -0.69 3.21
H: 1.61 1.02 2.82
H: 0.12 0.65 4.73
H: -0.94 -0.39 3.76
H: -0.41 2.56 3.17
H: -1.59 1.51 2.34
H: -1.72 2.14 5.07

For the LUMO energy, the calculation gives 0.69 eV. For the HOMO energy, the calculation gives -7.9 eV. The orbital gap is 8.611 eV. The structure (SMILES) is CCO[C@@H]1OC(C(=O)NC2CC2)=C[C@H](c2c[nH]c3ccccc23)[C@H]1CCCO.

***

Preferred: version A; penalty for the next structure: 2.120 eV.

***

Version A
Computed, not measured: one molecule with the formula C12H12P2, with the ωB97M-V functional and the def2-TZVPD basis.

Element x y z (Å)
P: -4.76 0.30 -0.62
P: -2.73 -0.09 -0.70
C: -0.81 -1.18 -0.23
C: 0.34 -0.57 -0.17
C: 0.48 0.86 0.04
C: -0.42 1.52 0.99
C: -0.38 2.88 1.06
C: 0.56 3.65 0.35
C: 1.42 3.06 -0.67
C: 1.27 1.72 -0.79
C: 1.63 -1.46 -0.04
C: 1.43 -2.76 0.72
C: 0.20 -3.27 0.53
C: -0.93 -2.63 -0.22
H: -2.35 -0.11 -2.05
H: -1.08 0.83 1.43
H: -1.23 3.37 1.66
H: 0.47 4.78 0.54
H: 1.96 3.61 -1.34
H: 1.88 1.17 -1.49
H: 2.26 -0.84 0.49
H: 1.82 -1.67 -1.05
H: 2.04 -3.01 1.61
H: -0.10 -4.11 1.10
H: -0.99 -3.09 -1.29
H: -1.99 -2.99 0.14

For the LUMO energy (alpha / beta), the calculation gives -1.10 / -1.09 eV. For the HOMO energy (alpha / beta), the calculation gives -7.5 / -7.5 eV. The orbital gap (alpha / beta) is 6.452 / 6.446 eV. The structure (SMILES) is P#[PH]C1=C(c2ccccc2)CC=CC1.

***

Version B
Computed, not measured: a 2-piece molecular cluster, C12H12P2 overall, with the ωB97M-V functional and the def2-TZVPD basis.

Element x y z (Å)
C: 0.88 1.92 -3.04
C: -0.39 2.30 -2.57
C: 1.54 0.88 -2.41
C: -0.99 1.68 -1.48
C: 0.92 0.22 -1.32
C: -0.26 0.75 -0.80
C: -2.76 -1.06 1.37
C: -2.21 -0.18 0.44
C: -2.03 -1.53 2.43
C: -0.85 0.04 0.41
C: -0.06 -0.38 1.39
C: -0.58 -1.00 2.60
P: 2.53 0.05 1.47
P: 3.00 -2.02 0.87
H: 1.43 2.50 -3.83
H: -0.99 3.06 -3.03
H: 2.57 0.74 -2.72
H: -2.01 2.01 -1.16
H: 1.61 -0.43 -0.87
H: -3.72 -1.43 1.41
H: -2.84 0.38 -0.26
H: -2.46 -2.26 3.15
H: -0.58 -0.14 3.32
H: 0.01 -1.81 2.90
H: 4.02 -2.33 1.76
H: 4.20 -1.97 -0.04

For the LUMO energy (alpha / beta), the calculation gives -1.42 / -2.41 eV. For the HOMO energy (alpha / beta), the calculation gives -7.1 / -6.1 eV. The orbital gap (alpha / beta) is 5.728 / 3.681 eV.

***

Preferred: version A; penalty for the next structure: 0.925 eV.

***

Version A
Computed, not measured: an isolated ion of composition C4H9ClNO and charge +1, with the ωB97M-V functional and the def2-TZVPD basis.

Element x y z (Å)
C: -0.20 1.28 -0.65
N: 0.47 0.18 0.04
C: 0.36 -1.07 -0.75
C: -0.11 -0.14 1.38
C: 2.10 0.54 0.19
O: 2.32 1.60 0.66
Cl: 3.18 -0.61 -0.30
H: -1.27 1.29 -0.56
H: 0.16 2.06 -0.16
H: 0.07 1.26 -1.65
H: -0.65 -1.31 -0.92
H: 0.61 -0.96 -1.74
H: 0.99 -1.86 -0.25
H: -0.85 -0.77 1.17
H: 0.62 -0.51 2.12
H: -0.63 0.73 1.86

For the LUMO energy, the calculation gives -4.12 eV. For the HOMO energy, the calculation gives -16.3 eV. The orbital gap is 12.204 eV. As for the total charge: +1. The structure (SMILES) is C[N+](C)(C)C(=O)Cl.

***

Version B
Computed, not measured: a 2-piece molecular cluster, C4H9ClNO overall, with the ωB97M-V functional and the def2-TZVPD basis.

Element x y z (Å)
C: 0.12 0.06 -1.48
C: -1.32 -0.03 0.40
C: 0.55 -1.54 0.28
C: 0.94 1.01 0.48
N: 0.12 -0.11 -0.06
O: 0.16 -0.59 -2.46
Cl: -0.79 2.65 -1.67
H: -1.46 -0.41 1.39
H: -1.65 1.06 0.35
H: -1.90 -0.44 -0.34
H: 0.47 -1.60 1.47
H: 0.03 -2.32 -0.18
H: 1.58 -1.65 -0.02
H: 1.01 1.77 -0.26
H: 0.35 1.55 1.16
H: 1.79 0.58 0.92

For the LUMO energy (alpha / beta), the calculation gives -6.39 / -7.06 eV. For the HOMO energy (alpha / beta), the calculation gives -14.9 / -14.6 eV. The orbital gap (alpha / beta) is 8.551 / 7.584 eV. As for the total charge: +1.

***

Preferred: version A; penalty for the next structure: 2.744 eV.

***

Version A
Computed, not measured: an isolated ion of composition C9H12NS2 and charge +1, with the ωB97M-V functional and the def2-TZVPD basis.

Element x y z (Å)
C: -0.66 1.39 -3.46
C: -1.86 1.15 -2.77
C: 0.55 1.12 -2.82
C: -1.84 0.82 -1.43
C: 0.55 0.77 -1.52
C: -0.65 0.74 -0.72
C: 1.60 -1.50 2.07
C: 1.42 -0.08 2.78
C: -0.44 0.48 0.67
N: 0.35 -2.22 1.75
S: 1.06 0.97 1.36
S: -1.69 -0.16 1.70
H: -0.77 1.80 -4.47
H: -2.81 1.25 -3.24
H: 1.54 1.23 -3.21
H: -2.76 0.89 -0.76
H: 1.52 0.58 -1.01
H: 2.08 -1.30 1.13
H: 2.31 -2.22 2.64
H: 0.50 -0.09 3.43
H: 2.29 0.11 3.49
H: 0.50 -2.94 0.99
H: -0.13 -2.47 2.56
H: -2.67 -0.33 0.83

For the LUMO energy, the calculation gives -5.43 eV. For the HOMO energy, the calculation gives -12.4 eV. The orbital gap is 6.921 eV. As for the total charge: +1.

***

Version B
Computed, not measured: a 2-piece molecular cluster, C9H12NS2 overall, with the ωB97M-V functional and the def2-TZVPD basis.

Element x y z (Å)
C: -3.85 -0.33 -0.72
C: -3.78 -0.45 0.66
C: -2.68 -0.02 -1.41
C: -2.58 -0.29 1.30
C: -1.51 0.20 -0.72
C: -0.42 0.60 1.34
C: 1.80 -0.17 0.28
C: 2.20 2.47 0.28
C: 3.26 -2.43 -0.58
N: -1.46 0.09 0.63
S: 3.03 0.88 -0.03
S: 1.68 -1.81 0.11
H: -4.78 -0.47 -1.25
H: -4.65 -0.71 1.24
H: -2.67 0.06 -2.49
H: -2.49 -0.41 2.37
H: -0.58 0.46 -1.21
H: -0.23 0.09 2.28
H: 2.89 3.11 0.83
H: 1.29 2.27 0.84
H: 1.99 2.93 -0.69
H: 3.02 -3.37 -1.08
H: 3.95 -2.61 0.24
H: 3.66 -1.71 -1.28

For the LUMO energy (alpha / beta), the calculation gives -4.79 / -4.79 eV. For the HOMO energy (alpha / beta), the calculation gives -11.4 / -11.4 eV. The orbital gap (alpha / beta) is 6.616 / 6.623 eV. As for the total charge: +1.

***

Preferred: version A; penalty for the next structure: 3.162 eV.